1.
Computed, not measured: 4 unconnected molecules or ions with the total composition C28H26ClF7N4O7S2, with ωB97M-V/def2-TZVPD.

Net charge   0
HOMO   -9.558 eV
SMILES   O=C(O)CCC[C@@]1(F)[C@@](C[C@H](O)C(F)(F)F)(S(=O)(=O)C(F)(F)F)C(=O)O[C@@]1(Cl)N=C=S.c1ccncc1.c1ccncc1.c1ccncc1
Orbital gap   0.3482 hartree
Relative energy (zero: lowest compared OMol25 entry of this formula, charge and spin)   44.2 kcal per mole
LUMO   -0.08 eV
DFT total energy   -102961.81245 eV

XYZ file:
```
75
Properties=species:S:1:pos:R:3:forces:R:3:mulliken_charge:R:1
O -2.957 3.677 2.276 -1.9 1.5 -0.3 -0.455
C -2.249 2.834 2.672 1.5 -0.7 -0.1 0.213
O -2.546 2.192 3.859 0.9 0.1 -0.1 -0.495
C -0.994 2.515 1.867 1.4 -1.2 0.7 -0.275
C -0.631 0.991 1.774 -1.2 -0.1 -0.4 -0.940
C -0.427 0.562 0.283 0.0 -0.9 1.4 -0.422
C 1.065 0.680 -0.210 -4.3 1.8 -0.6 1.028
F 1.631 1.602 0.640 1.3 -1.3 0.2 -0.506
C 1.861 -0.546 -0.679 1.4 0.0 -0.7 1.580
C 3.170 -1.103 0.003 0.2 0.2 0.6 -0.866
C 3.694 -0.436 1.286 0.5 -0.5 0.1 -0.324
O 2.761 -0.321 2.337 -0.2 0.0 -0.2 -0.663
C 4.474 0.906 1.039 -0.2 -0.9 1.0 0.884
F 4.088 1.815 1.925 -0.2 0.6 -0.3 -0.265
F 4.376 1.353 -0.211 -0.3 0.4 -0.2 -0.227
F 5.787 0.723 1.269 0.2 -0.3 -0.2 -0.335
S 0.937 -2.084 -1.134 -0.8 -0.4 -3.3 1.434
O -0.186 -1.831 -1.984 -0.9 1.2 1.3 -0.612
O 1.792 -3.018 -1.796 1.4 -0.1 1.4 -0.649
C 0.294 -2.957 0.386 -0.5 -0.4 0.9 0.680
F -0.939 -3.353 0.160 -0.4 0.1 -0.5 -0.120
F 1.009 -4.044 0.629 0.0 0.1 0.1 -0.294
F 0.257 -2.212 1.493 0.5 0.5 0.1 -0.194
C 2.389 -0.001 -2.104 -1.8 2.4 2.2 -0.131
O 2.909 -0.573 -2.949 1.9 -2.0 -2.2 -0.411
O 2.159 1.363 -2.155 -0.3 -0.9 0.2 -0.455
C 0.869 1.534 -1.536 3.0 -0.3 -1.0 0.379
Cl 0.816 3.302 -1.207 -0.4 -0.7 -0.1 -0.133
N -0.070 0.999 -2.525 2.0 0.5 1.4 -0.327
C -0.891 1.840 -2.798 -3.8 0.1 0.1 0.361
S -2.229 2.644 -2.754 0.7 0.2 -0.8 -0.189
H -1.903 2.537 4.500 -0.1 -0.5 0.1 0.367
H -1.069 2.934 0.853 -0.4 0.0 0.5 -0.011
H -0.118 3.020 2.321 -0.5 0.0 0.0 0.321
H 0.184 0.684 2.444 -0.2 0.3 -0.3 0.313
H -1.527 0.436 2.111 0.5 0.1 -0.1 0.628
H -1.105 1.209 -0.297 0.5 -0.4 0.0 0.174
H -0.842 -0.453 0.190 0.3 0.3 -0.3 -0.151
H 3.983 -1.079 -0.740 -0.4 -0.1 0.3 0.570
H 3.044 -2.175 0.231 0.1 0.5 0.0 -0.520
H 4.472 -1.115 1.684 -0.2 0.2 -0.4 0.693
H 1.870 -0.514 2.026 0.2 0.1 0.0 0.249
C -5.125 -3.553 0.430 0.0 -0.1 0.0 -0.304
C -5.992 -2.535 0.790 0.0 0.0 0.0 -0.330
C -5.737 -1.257 0.315 0.1 0.2 -0.1 -0.269
N -4.702 -0.949 -0.468 0.0 -0.2 0.1 -0.468
C -3.878 -1.945 -0.802 0.1 0.2 -0.1 -0.295
C -4.045 -3.256 -0.384 0.0 0.0 0.0 -0.432
H -5.289 -4.565 0.780 0.0 0.0 0.0 0.379
H -6.847 -2.726 1.425 0.0 0.0 0.0 0.370
H -6.390 -0.429 0.568 0.0 0.0 0.0 0.374
H -3.044 -1.665 -1.438 0.0 -0.1 0.0 0.556
H -3.345 -4.023 -0.688 0.0 0.0 0.0 0.415
C -3.645 7.544 -0.341 0.0 0.1 0.0 -0.267
C -3.515 6.427 0.466 0.0 0.1 -0.1 -0.586
C -3.456 5.182 -0.141 0.0 -0.5 -0.2 -0.460
N -3.522 4.999 -1.464 -0.1 0.4 0.1 -0.266
C -3.649 6.089 -2.222 0.0 -0.2 -0.1 -0.190
C -3.714 7.377 -1.715 0.0 0.0 0.0 -0.496
H -3.694 8.535 0.094 0.0 0.0 0.0 0.379
H -3.459 6.516 1.542 0.0 -0.1 0.0 0.399
H -3.351 4.277 0.453 -0.1 0.4 -0.3 0.776
H -3.702 5.908 -3.291 0.0 0.1 0.0 0.359
H -3.816 8.225 -2.379 0.0 0.0 0.0 0.366
C 5.077 -6.365 -1.189 0.0 -0.1 -0.1 -0.199
C 6.182 -5.550 -0.996 -0.1 0.0 0.0 -0.552
C 6.007 -4.360 -0.309 0.0 0.2 0.1 -0.185
N 4.832 -3.949 0.174 0.0 -0.2 -0.1 -0.267
C 3.781 -4.749 -0.025 0.1 0.2 0.2 -0.125
C 3.849 -5.960 -0.695 0.1 0.0 0.0 -0.859
H 5.174 -7.304 -1.720 0.0 0.0 0.0 0.384
H 7.157 -5.832 -1.368 0.0 0.0 0.0 0.368
H 6.842 -3.692 -0.131 0.0 0.0 0.0 0.384
H 2.842 -4.385 0.377 0.5 -0.3 -0.2 0.754
H 2.964 -6.568 -0.826 0.0 0.0 0.0 0.383
```
Forces are in eV/Å.

2.
Computed, not measured: a molecular structure, C28H26N3O2RuS3, with ωB97M-V/def2-TZVPD.

Net charge   +1
HOMO   -10.778 eV
Orbital gap   0.2360 hartree
Relative energy (zero: lowest compared OMol25 entry of this formula, charge and spin)   20.3 kcal per mole
LUMO   -4.35 eV
DFT total energy   -73102.05970 eV

XYZ file:
```
63
Properties=species:S:1:pos:R:3:forces:R:3:mulliken_charge:R:1
Ru -0.684 -0.319 0.770 -0.2 -0.5 -0.1 0.259
O -3.930 0.811 3.071 0.0 0.0 0.1 -0.497
S -3.200 1.456 1.994 -0.4 0.0 0.0 0.221
N -2.138 0.681 1.309 0.5 0.3 0.0 -0.250
C 2.020 -5.311 5.076 0.0 0.0 0.0 -0.393
C 2.274 -3.943 5.063 0.0 0.0 0.0 -0.738
C 1.663 -3.132 4.126 0.0 0.0 0.0 -0.296
C 0.788 -3.684 3.184 0.0 0.0 -0.1 0.857
C 0.552 -5.060 3.197 0.0 0.0 0.0 -0.556
C 1.159 -5.869 4.142 0.0 0.0 0.0 -0.623
C 0.105 -2.880 2.173 -0.1 0.0 0.1 -0.332
C 0.048 -1.547 2.102 0.2 0.1 -0.2 0.501
C 0.508 -0.349 2.789 0.0 0.0 0.0 -0.302
C 1.389 0.453 2.041 0.1 0.2 0.1 0.082
C 1.639 1.782 2.427 0.0 0.0 0.0 -0.794
C 1.040 2.288 3.551 0.0 0.0 0.0 -0.461
C 0.181 1.481 4.322 0.0 0.1 0.0 -0.733
C -0.099 0.196 3.947 -0.1 -0.2 0.0 -0.370
H 2.501 -5.941 5.812 0.0 0.0 0.0 0.394
H 2.954 -3.513 5.786 0.0 0.0 0.0 0.402
H 1.873 -2.071 4.118 0.0 0.0 0.0 0.534
H -0.116 -5.493 2.461 0.0 0.0 0.0 0.381
H 0.966 -6.933 4.148 0.0 0.0 0.0 0.388
H -0.421 -3.439 1.405 0.0 0.0 0.0 0.284
H 1.969 0.004 1.247 0.0 0.0 0.0 0.720
H 2.316 2.388 1.839 0.0 0.0 0.0 0.461
H 1.231 3.307 3.859 0.0 0.0 0.0 0.431
H -0.276 1.888 5.215 0.0 0.0 0.0 0.433
H -0.793 -0.411 4.515 0.0 0.0 0.0 0.506
C -4.550 -1.889 1.221 0.0 0.1 0.0 -0.808
N -4.424 -0.977 0.097 -0.1 -0.2 -0.1 0.194
C -5.563 -0.168 -0.354 0.0 0.0 0.0 -0.527
C -5.024 0.533 -1.617 0.0 0.0 0.0 -0.539
N -3.713 -0.101 -1.771 0.0 0.0 0.0 -0.037
C -3.420 -0.910 -0.760 -0.1 0.0 0.1 0.285
S -1.914 -1.764 -0.637 0.0 0.1 0.1 -0.357
H -5.221 -2.710 0.962 0.0 0.0 0.0 0.322
H -4.940 -1.347 2.082 0.0 0.0 0.0 0.368
H -3.569 -2.282 1.465 0.0 0.0 0.0 0.134
H -5.852 0.538 0.424 0.0 0.0 0.0 0.314
H -6.415 -0.817 -0.561 0.0 0.0 0.0 0.347
H -4.914 1.607 -1.474 0.0 0.0 0.0 0.308
H -5.645 0.355 -2.491 0.0 0.0 0.0 0.333
H -3.022 0.148 -2.458 0.0 0.0 0.0 0.174
C 4.450 5.383 -7.231 0.0 0.0 0.0 -1.054
C 3.884 4.558 -6.108 0.0 -0.1 0.0 0.724
O 3.605 4.977 -5.024 0.0 0.0 0.0 -0.504
S 3.635 2.830 -6.591 0.0 0.1 0.0 -0.219
C 2.841 2.215 -5.132 0.0 0.0 0.0 0.130
C 1.535 1.746 -5.214 0.0 0.0 0.0 -0.490
C 0.909 1.248 -4.085 0.0 0.0 -0.1 -0.596
C 1.573 1.245 -2.857 0.0 0.0 0.2 0.797
C 2.884 1.724 -2.783 0.1 0.0 0.0 -0.567
C 3.520 2.190 -3.918 0.0 0.0 0.1 -0.387
C 0.913 0.762 -1.684 0.1 0.1 -0.2 0.348
C 0.348 0.356 -0.685 -0.1 -0.2 0.0 -0.873
H 5.158 6.100 -6.819 0.0 0.0 0.0 0.309
H 3.630 5.935 -7.693 0.0 0.0 0.0 0.285
H 4.930 4.768 -7.990 0.0 0.0 0.0 0.368
H 1.015 1.769 -6.163 0.0 0.0 0.0 0.433
H -0.102 0.869 -4.144 0.0 0.0 0.0 0.405
H 3.401 1.718 -1.833 0.0 0.0 0.0 0.430
H 4.538 2.548 -3.865 0.0 0.0 0.0 0.440
```
Forces are in eV/Å.

3.
Computed, not measured: C28H26N4O5 in the gas phase, with ωB97M-V/def2-TZVPD.

Net charge   0
HOMO   -7.891 eV
SMILES   COc1ccc(-n2nc(C(=O)NCc3cc(OC)ccc3OC)c3c4ccccc4n(C)c3c2=O)cc1
Orbital gap   0.2959 hartree
Relative energy (zero: lowest compared OMol25 entry of this formula, charge and spin)   0.0 kcal per mole
LUMO   0.16 eV
DFT total energy   -45655.59714 eV

XYZ file:
```
63
Properties=species:S:1:pos:R:3:forces:R:3:mulliken_charge:R:1
C 8.524 2.675 0.875 0.0 0.2 0.1 -0.839
O 8.224 1.479 0.198 -0.1 -0.2 -0.1 -0.454
C 6.927 1.076 0.132 -0.2 -0.1 -0.1 0.864
C 5.850 1.754 0.695 0.4 0.1 0.0 -0.411
C 4.571 1.245 0.568 -0.2 -0.3 -0.1 -0.606
C 4.344 0.061 -0.120 0.7 0.3 0.2 -0.022
N 3.010 -0.409 -0.246 -0.4 -0.5 -0.2 0.562
N 2.110 0.577 -0.333 -0.7 0.9 -0.2 -0.820
C 0.848 0.325 -0.462 0.5 -0.4 -0.1 0.484
C -0.099 1.497 -0.503 0.2 -0.1 0.3 0.078
O -0.136 2.309 -1.396 0.0 0.1 -0.3 -0.659
N -0.889 1.527 0.596 -0.2 0.0 0.4 -0.029
C -1.958 2.488 0.776 -0.1 0.2 -0.1 -1.476
C -3.319 1.864 0.577 -0.1 0.3 -0.3 0.392
C -3.659 0.704 1.259 -0.2 -0.1 0.1 0.278
C -4.878 0.075 1.041 -0.1 0.1 0.0 0.066
O -5.283 -1.081 1.645 -0.2 0.2 -0.3 -0.477
C -4.377 -1.750 2.484 0.2 -0.1 0.1 -0.657
C -5.771 0.644 0.138 0.1 -0.2 0.2 -0.799
C -5.453 1.809 -0.530 0.1 0.2 -0.1 -0.498
C -4.226 2.433 -0.325 0.1 -0.2 0.2 0.712
O -3.834 3.585 -0.939 0.1 -0.1 0.2 -0.432
C -4.665 4.139 -1.929 -0.1 0.1 -0.2 -0.983
C 0.377 -1.012 -0.520 0.7 -0.6 0.1 0.922
C -0.893 -1.642 -0.692 0.0 -0.4 0.0 1.491
C -2.183 -1.179 -0.945 0.0 -0.1 -0.1 -0.481
C -3.199 -2.102 -1.054 -0.1 0.2 0.0 -0.778
C -2.953 -3.472 -0.923 0.1 -0.1 0.0 -0.836
C -1.682 -3.958 -0.703 0.0 -0.2 0.0 -0.539
C -0.646 -3.035 -0.596 -0.4 0.5 0.0 -0.535
N 0.693 -3.248 -0.400 0.2 0.3 0.0 -0.013
C 1.319 -4.537 -0.283 0.2 -0.5 0.0 -1.115
C 1.317 -2.036 -0.367 -0.6 0.8 -0.1 -0.958
C 2.726 -1.771 -0.196 0.0 -0.1 0.2 0.649
O 3.594 -2.613 -0.007 0.0 -0.1 0.0 -0.740
C 5.415 -0.612 -0.698 -0.1 0.0 0.0 -0.357
C 6.690 -0.110 -0.566 0.1 0.2 0.1 -0.731
H 8.028 3.535 0.413 0.0 0.0 0.0 0.336
H 8.246 2.620 1.933 0.0 0.0 0.0 0.339
H 9.603 2.797 0.794 -0.1 0.0 0.0 0.235
H 5.991 2.676 1.236 0.0 0.1 0.0 0.378
H 3.733 1.774 0.994 0.0 0.0 0.0 0.431
H -0.830 0.767 1.255 0.2 0.0 -0.1 0.266
H -1.807 3.272 0.032 0.0 -0.1 0.2 0.507
H -1.881 2.921 1.779 0.0 0.0 -0.1 0.311
H -2.949 0.291 1.959 0.1 -0.1 0.1 0.397
H -4.120 -1.149 3.363 0.0 0.0 0.0 0.334
H -3.462 -2.025 1.947 0.0 0.0 0.0 0.167
H -4.889 -2.655 2.808 0.1 0.0 0.0 0.242
H -6.718 0.157 -0.029 -0.1 -0.1 0.0 0.447
H -6.171 2.222 -1.220 -0.1 0.1 -0.1 0.425
H -4.842 3.434 -2.747 0.0 0.0 0.0 0.390
H -5.624 4.467 -1.513 0.0 0.0 0.0 0.354
H -4.125 5.004 -2.311 -0.1 0.0 0.0 0.252
H -2.375 -0.125 -1.066 -0.1 0.1 0.0 0.718
H -4.206 -1.764 -1.244 -0.1 0.0 0.0 0.435
H -3.778 -4.163 -1.008 -0.1 -0.1 0.0 0.433
H -1.496 -5.018 -0.624 0.0 -0.1 0.0 0.488
H 2.386 -4.389 -0.128 -0.2 -0.1 0.0 0.353
H 0.901 -5.084 0.565 0.0 0.0 0.0 0.336
H 1.160 -5.119 -1.193 0.0 0.0 0.0 0.349
H 5.254 -1.526 -1.244 0.0 0.0 0.0 0.412
H 7.532 -0.620 -1.006 0.1 -0.1 -0.1 0.408
```
Forces are in eV/Å.